Below is a molecular structure, C17H24FeN at a distorted geometry, with properties calculated with ωB97M-V/def2-TZVPD.

Geometry (Å):
C (0.464, -0.999, 3.079)
N (-0.832, -1.067, 2.454)
C (-1.630, -2.286, 2.718)
C (-3.095, -1.857, 2.615)
C (-3.105, -0.311, 2.568)
C (-1.644, 0.148, 2.604)
H (1.054, -0.217, 2.577)
H (0.458, -0.751, 4.158)
H (0.988, -1.954, 2.957)
H (-1.377, -3.062, 1.983)
H (-1.404, -2.713, 3.706)
H (-3.533, -2.266, 1.700)
H (-3.665, -2.227, 3.470)
H (-3.575, 0.044, 1.646)
H (-3.649, 0.101, 3.423)
H (-1.404, 0.669, 3.545)
H (-1.407, 0.857, 1.794)
C (0.105, -1.675, -0.036)
C (1.307, -1.303, -0.766)
C (1.841, -0.012, -0.836)
C (2.942, 0.354, -1.759)
C (3.153, 1.762, -1.688)
C (2.172, 2.335, -0.780)
C (1.350, 1.276, -0.257)
Fe (1.266, 1.302, -2.193)
C (-0.557, 0.686, -2.747)
C (0.462, 0.317, -3.713)
C (1.138, 1.531, -4.139)
C (0.535, 2.649, -3.428)
C (-0.510, 2.123, -2.570)
H (-0.555, -2.339, -0.618)
H (0.335, -2.214, 0.894)
H (-0.460, -0.774, 0.246)
H (1.831, -2.083, -1.315)
H (3.520, -0.409, -2.279)
H (3.969, 2.302, -2.159)
H (2.140, 3.380, -0.489)
H (0.571, 1.349, 0.496)
H (-1.295, 0.015, -2.316)
H (0.628, -0.683, -4.102)
H (1.908, 1.594, -4.900)
H (0.768, 3.700, -3.573)
H (-1.207, 2.704, -1.971)

- net charge = -1
- electronic energy (Eh) = -1980.3842
- spin multiplicity = 5
- ΔE to the lowest compared entry with this formula, charge and spin (kcal/mol) = 13.9
- lowest unoccupied orbital energy (alpha / beta) (eV) = 2.995 / 2.719
- Kohn-Sham gap (alpha / beta) (eV) = 1.83 / 7.92

Here are the natural (NBO) charges for atoms 1 to 2, given in e: number 1, C, carries -0.44; number 2, N, carries -0.46


Below is a molecular structure, C5H7NO at a distorted geometry, with properties calculated with ωB97M-V/def2-TZVPD.

Geometry (Å):
O (-1.420, 1.443, 1.554)
C (-0.714, 0.815, 0.803)
C (0.723, 1.110, 0.336)
N (1.021, -0.072, -0.506)
C (0.535, -1.153, 0.379)
C (-0.967, -0.481, 0.080)
C (-0.268, -0.226, -1.255)
H (1.431, 1.195, 1.168)
H (0.778, 2.026, -0.262)
H (1.010, -1.161, 1.380)
H (0.646, -2.149, -0.083)
H (-1.996, -0.875, 0.154)
H (-0.232, -1.115, -1.893)
H (-0.547, 0.642, -1.854)

- electronic energy (Eh) = -324.6467
- ΔE to the lowest compared entry with this formula, charge and spin (kcal/mol) = 48.8
- lowest unoccupied orbital energy (eV) = 0.932
- Kohn-Sham gap (eV) = 9.83

Here are the natural (NBO) charges for atoms 1 to 2, given in e: number 1, O, carries -0.52; number 2, C, carries 0.57


Below is 2 unconnected molecules or ions with the total composition C2H4FP at a distorted geometry, with properties calculated with ωB97M-V/def2-TZVPD.

Geometry (Å):
C (0.050, -0.532, 0.413)
C (0.379, 1.165, -1.024)
F (1.208, -1.076, 0.811)
P (-1.516, -0.894, 1.050)
H (1.382, 1.235, -0.752)
H (-0.352, 1.751, -0.435)
H (-0.024, 0.561, -1.742)
H (-1.127, -2.209, 1.678)

- electronic energy (Eh) = -519.6515
- ΔE to the lowest compared entry with this formula, charge and spin (kcal/mol) = 90.6
- lowest unoccupied orbital energy (eV) = 0.188
- Kohn-Sham gap (eV) = 9.27

Here are the natural (NBO) charges for atoms 1 to 2, given in e: number 1, C, carries 0.03; number 2, C, carries -0.49


Below is a molecular structure, C43H33BCaCl2N5O4P at a distorted geometry, with properties calculated with ωB97M-V/def2-TZVPD.

Geometry (Å):
Ca (0.016, 0.078, 0.348)
O (-1.696, 0.774, -0.877)
C (-2.501, 1.676, -0.432)
C (-3.905, 1.525, -0.595)
C (-4.808, 2.474, -0.172)
C (-4.379, 3.656, 0.433)
C (-3.018, 3.839, 0.603)
C (-2.069, 2.892, 0.211)
C (-0.667, 3.243, 0.452)
N (0.277, 2.391, 0.448)
N (1.581, 2.809, 0.658)
C (2.406, 1.846, 0.287)
O (2.113, 0.736, -0.258)
C (3.864, 2.102, 0.564)
C (4.766, 1.057, 0.386)
C (6.111, 1.237, 0.684)
C (6.566, 2.462, 1.150)
C (5.668, 3.510, 1.323)
C (4.323, 3.330, 1.038)
H (-4.235, 0.606, -1.065)
H (-5.870, 2.295, -0.312)
H (-5.086, 4.405, 0.769)
H (-2.656, 4.749, 1.073)
H (-0.435, 4.297, 0.640)
H (4.403, 0.101, 0.028)
H (6.794, 0.405, 0.556)
H (7.616, 2.602, 1.383)
H (6.016, 4.469, 1.691)
H (3.603, 4.124, 1.183)
O (0.960, -1.713, -1.822)
N (0.006, -2.618, -1.480)
C (-0.956, -2.764, -2.293)
C (-2.054, -3.626, -1.839)
C (-2.904, -4.190, -2.790)
C (-3.939, -5.031, -2.416)
C (-4.139, -5.309, -1.072)
C (-3.317, -4.732, -0.115)
C (-2.272, -3.878, -0.467)
P (-1.311, -2.960, 0.804)
C (0.161, -3.969, 1.145)
C (0.360, -5.249, 0.836)
C (1.636, -5.921, 1.117)
C (2.669, -5.284, 1.673)
C (2.620, -3.830, 1.999)
C (1.270, -3.126, 1.722)
C (-2.294, -3.217, 2.331)
C (-3.354, -2.333, 2.544)
C (-4.100, -2.386, 3.709)
C (-3.781, -3.308, 4.700)
C (-2.712, -4.171, 4.513)
C (-1.975, -4.127, 3.335)
H (1.588, -1.797, -1.047)
H (-1.000, -2.243, -3.248)
H (-2.737, -3.966, -3.837)
H (-4.584, -5.464, -3.170)
H (-4.943, -5.966, -0.762)
H (-3.503, -4.930, 0.933)
H (-0.426, -5.824, 0.356)
H (1.725, -6.971, 0.860)
H (3.594, -5.818, 1.862)
H (3.078, -3.610, 2.967)
H (0.891, -2.490, 2.530)
H (-3.563, -1.560, 1.813)
H (-4.901, -1.675, 3.862)
H (-4.347, -3.333, 5.623)
H (-2.440, -4.879, 5.288)
H (-1.146, -4.811, 3.198)
Cl (-3.721, 1.180, 3.685)
C (-2.038, 1.155, 4.130)
C (-1.656, 1.744, 5.341)
C (-0.346, 1.792, 5.722)
Cl (0.079, 2.537, 7.254)
C (0.670, 1.260, 4.890)
C (2.054, 1.299, 5.175)
C (2.942, 0.765, 4.286)
C (2.454, 0.187, 3.098)
N (1.180, 0.141, 2.804)
C (0.278, 0.663, 3.674)
C (-1.118, 0.571, 3.250)
O (-1.405, 0.005, 2.154)
H (-2.421, 2.169, 5.977)
H (2.393, 1.762, 6.093)
H (4.009, 0.792, 4.465)
H (3.133, -0.240, 2.366)
B (4.553, -2.738, 0.229)
C (3.114, -2.899, 0.884)
N (1.960, -2.326, 0.671)
H (5.321, -2.402, 1.133)
H (4.912, -3.838, -0.183)
H (4.537, -1.915, -0.670)

- net charge = -2
- electronic energy (Eh) = -4197.4956
- ΔE to the lowest compared entry with this formula, charge and spin (kcal/mol) = 68.7
- lowest unoccupied orbital energy (eV) = 4.122
- Kohn-Sham gap (eV) = 6.28

Here are the Löwdin charges for atoms 1 to 2, given in e: number 1, Ca, carries 1.33; number 2, O, carries -0.25


Below is 2 unconnected molecules or ions with the total composition C5H11O2 at a distorted geometry, with properties calculated with ωB97M-V/def2-TZVPD.

Geometry (Å):
C (1.421, 0.526, -0.169)
C (2.590, -0.375, -0.521)
C (1.829, 1.600, 0.912)
O (1.025, 2.502, 1.245)
O (2.996, 1.511, 1.365)
H (0.733, 1.009, -0.872)
H (0.695, -0.108, 0.459)
H (3.531, 0.143, -0.514)
H (2.398, -0.959, -1.430)
H (2.659, -1.194, 0.237)
C (-1.886, -0.202, -0.333)
C (-3.108, -1.019, 0.142)
H (-0.890, -0.478, 0.036)
H (-1.779, -0.130, -1.395)
H (-1.977, 0.822, 0.085)
H (-3.996, -0.571, -0.321)
H (-3.252, -1.006, 1.225)
H (-2.988, -2.072, -0.151)

- net charge = -1
- electronic energy (Eh) = -347.6210
- ΔE to the lowest compared entry with this formula, charge and spin (kcal/mol) = 18.0
- lowest unoccupied orbital energy (eV) = 3.529
- Kohn-Sham gap (eV) = 7.17

Here are the natural (NBO) charges for atoms 1 to 2, given in e: number 1, C, carries -0.53; number 2, C, carries -0.61


> Which of these has the highest ΔE to the lowest compared entry with this formula, charge and spin?

C2H4FP


> electronic energy of number 5 (C5H11O2)?

-347.6210 Eh


> Among the records above, which one has the highest electronic energy?

C5H7NO


> Look up the ΔE to the lowest compared entry with this formula, charge and spin of the fifth one.

18.0 kcal/mol